a.
The following is a quantum chemistry calculation of C10H21NO in the gas phase, from OMol25.

The geometry in XYZ format:
```
33
Properties=species:S:1:pos:R:3
O 3.251 -2.544 -2.405
N 0.404 -1.848 -0.268
C -2.236 0.523 -1.643
C 1.879 -2.185 -2.032
C -1.463 2.681 1.505
C 1.007 -0.580 1.751
C 1.710 -2.326 -0.541
C -1.447 0.852 -0.355
C -1.280 -0.298 0.593
C -2.194 2.053 0.256
C 1.816 0.643 1.452
C 0.155 -0.922 0.556
H 2.833 0.777 1.990
H 2.136 0.587 0.351
H -3.237 1.886 0.577
H -2.100 -1.040 0.376
H -1.507 0.040 1.605
H 1.812 -3.295 -0.060
H -0.342 1.030 -0.558
H -3.219 0.123 -1.417
H 1.802 -1.118 -2.337
H 0.419 -0.479 2.670
H -1.592 2.033 2.438
H 3.305 -2.307 -3.351
H 1.655 -1.412 2.090
H -0.476 2.890 1.105
H -2.283 2.861 -0.451
H -2.031 3.475 1.858
H 2.547 -1.778 -0.144
H -1.636 -0.321 -2.129
H -2.099 1.267 -2.444
H 1.199 -2.788 -2.682
H 1.211 1.522 1.642
```

The total charge is 0. Its HOMO-LUMO gap is 9.95 eV. Its SMILES is CC/C(C[C@@H](C)CC)=N\CCO.

=====

b.
The following is a quantum chemistry calculation of a 2-piece molecular cluster, C10H21NO overall, from OMol25.

The geometry in XYZ format:
```
33
Properties=species:S:1:pos:R:3
O 3.209 0.425 -0.811
N 2.376 -0.639 -0.496
C -3.098 0.384 -0.074
C 4.920 -0.991 1.270
C 5.446 -0.087 0.173
C -4.030 -0.399 0.491
C -1.684 2.493 0.142
C -2.000 1.076 0.649
C 1.331 -0.240 0.132
C -6.355 -0.818 -0.352
C 4.558 -0.034 -1.076
C -4.930 -1.335 -0.228
H 4.500 -1.039 -1.573
H -6.924 -1.412 -1.063
H -1.093 0.455 0.545
H 4.629 -1.971 0.870
H -4.971 -2.346 0.240
H 5.708 -1.136 2.025
H -3.090 0.456 -1.171
H -2.495 3.215 0.335
H -2.235 1.085 1.740
H 6.443 -0.420 -0.173
H -0.807 2.884 0.654
H -6.411 0.235 -0.645
H 4.039 -0.553 1.756
H 4.952 0.709 -1.808
H 0.549 -0.948 0.399
H 5.541 0.934 0.580
H 1.309 0.807 0.462
H -4.103 -0.377 1.576
H -1.476 2.526 -0.931
H -4.498 -1.443 -1.256
H -6.831 -0.882 0.635
```

The total charge is 0. Its HOMO-LUMO gap is 10.09 eV. Its SMILES is CC/C=C/CC.C=NOCCC.

=====

Which one sits at the bottom of the stability order? b does.

=====

a.
The following is a quantum chemistry calculation of C3H3Br in the gas phase, from OMol25.

The geometry in XYZ format:
```
7
Properties=species:S:1:pos:R:3
Br -2.747 0.178 0.086
C 0.086 -0.111 0.011
C -1.257 -0.834 -0.249
C 1.437 0.602 0.181
H -1.302 -1.833 -0.615
H 1.975 0.725 1.085
H 1.807 1.273 -0.499
```

The total charge is 0. Its HOMO-LUMO gap is 9.36 eV. Its SMILES is C=C=CBr.

=====

b.
The following is a quantum chemistry calculation of a 2-piece molecular cluster, C3H3Br overall, from OMol25.

The geometry in XYZ format:
```
7
Properties=species:S:1:pos:R:3
Br 4.196 -0.094 -0.126
C 0.176 0.157 0.007
C 2.835 -0.487 0.992
C 1.264 1.010 0.450
H -0.776 0.704 0.088
H 0.421 -0.450 -0.768
H 0.418 -0.344 0.953
```

The total charge is 0. Its HOMO-LUMO gap (spin up / spin down) is 6.73 / 6.80 eV.

=====

Which one sits at the bottom of the stability order? b does.

=====

a.
The following is a quantum chemistry calculation of a 2-piece molecular cluster, C6H11NS overall, from OMol25.

The geometry in XYZ format:
```
19
Properties=species:S:1:pos:R:3
S -3.160 0.883 -1.288
N -1.784 0.480 -0.195
C -1.177 1.274 0.912
C 0.797 -1.160 0.604
C 1.664 -0.703 1.681
C 0.456 -2.187 -0.069
C -0.415 0.837 -0.280
C 0.384 1.640 -1.184
H 0.693 1.088 -2.051
H 1.987 -1.350 2.365
H -1.206 0.807 1.883
H -0.266 2.459 -1.575
H -1.221 2.349 0.971
H 0.814 -3.180 0.009
H -0.087 -1.980 -1.001
H 1.392 2.001 -0.710
H -3.647 -0.393 -0.847
H 2.455 -0.179 1.177
H 1.022 -0.006 2.294
```

The total charge is 0. Its HOMO-LUMO gap (spin up / spin down) is 7.70 / 7.77 eV.

=====

b.
The following is a quantum chemistry calculation of a 2-piece molecular cluster, C6H11NS overall, from OMol25.

The geometry in XYZ format:
```
19
Properties=species:S:1:pos:R:3
S -1.597 0.909 -0.528
N 0.739 -1.841 -1.187
C -3.150 -0.125 -0.799
C 0.209 -1.036 -0.462
C 2.985 0.861 -0.719
C -0.445 -0.082 1.780
C 2.120 0.941 0.271
C -0.491 -0.217 0.277
H 3.592 -0.053 -0.566
H 0.376 -0.631 2.260
H 2.362 0.339 1.164
H -3.039 -1.193 -0.841
H -4.036 0.078 -0.102
H 2.904 1.311 -1.702
H -0.233 1.027 1.996
H -3.685 0.066 -1.761
H -1.448 -0.345 2.287
H 1.212 1.510 0.245
H 1.625 -1.517 -1.612
```

The total charge is 0. Its HOMO-LUMO gap is 9.52 eV. Its SMILES is CSC(C)=C=N.C=C.

=====

Which one sits at the bottom of the stability order? a does.

=====

a.
The following is a quantum chemistry calculation of C6H11NS in the gas phase, from OMol25.

The geometry in XYZ format:
```
19
Properties=species:S:1:pos:R:3
S -2.593 -1.343 -0.919
N -1.354 1.218 -0.535
C -0.248 1.978 0.012
C 0.192 -0.442 -0.005
C 0.881 0.941 0.117
C 0.926 -1.390 -0.950
C -1.152 -0.075 -0.527
C -0.010 -1.111 1.360
H 0.004 2.815 -0.643
H -0.527 2.380 0.993
H 1.424 1.034 1.056
H 1.588 1.073 -0.701
H -0.555 -0.452 2.033
H -2.239 1.633 -0.779
H 0.298 -2.254 -1.150
H 1.146 -0.899 -1.895
H 0.950 -1.361 1.805
H 1.859 -1.725 -0.499
H -0.591 -2.020 1.229
```

The total charge is 0. Its HOMO-LUMO gap is 8.36 eV. Its SMILES is CC1(C)CCNC1=S.

=====

b.
The following is a quantum chemistry calculation of C6H11NS in the gas phase, from OMol25.

The geometry in XYZ format:
```
19
Properties=species:S:1:pos:R:3
S 2.192 -1.033 -0.035
N -0.758 -1.993 0.666
C -0.478 1.189 -0.990
C 0.500 2.306 -1.164
C -1.292 -1.088 -0.309
C 0.708 -0.251 0.763
C 0.023 -1.276 1.668
C -0.347 0.101 -0.263
H 1.437 2.129 -0.623
H -1.403 1.316 -1.547
H -2.319 -0.757 -0.100
H -1.381 -1.464 -1.369
H 2.527 0.045 -0.770
H -0.560 -0.816 2.481
H 0.998 0.627 1.343
H 0.094 3.284 -0.895
H 0.713 -2.002 2.251
H -1.443 -2.594 1.100
H 0.788 2.278 -2.208
```

The total charge is 0. Its HOMO-LUMO gap is 9.21 eV. Its SMILES is C/C=C1/CNC[C@H]1S.

=====

c.
The following is a quantum chemistry calculation of C6H11NS in the gas phase, from OMol25.

The geometry in XYZ format:
```
19
Properties=species:S:1:pos:R:3
S -2.678 0.267 0.380
N 0.341 -2.032 0.517
C 0.803 1.486 0.851
C 0.247 0.203 0.063
C -2.901 -0.092 -1.427
C 2.530 -1.073 -0.081
C -1.095 -0.126 0.743
C 1.078 -1.031 0.227
H 2.755 -0.466 -0.943
H 2.907 -2.003 0.040
H 2.996 -0.562 0.789
H -2.196 -0.890 -1.659
H -3.930 -0.305 -1.410
H -0.043 0.552 -0.915
H 1.565 1.829 0.195
H -2.715 0.886 -1.728
H 1.244 1.440 1.841
H -0.972 -0.381 1.721
H 0.062 2.299 0.796
```

The total charge is 0. Its HOMO-LUMO gap (spin up / spin down) is 9.43 / 7.14 eV.

=====

Which one sits at the bottom of the stability order? c does.

=====

a.
The following is a quantum chemistry calculation of C6H11NS as an isolated structure, from OMol25.

The geometry in XYZ format:
```
19
Properties=species:S:1:pos:R:3
S -2.100 -0.681 -1.559
N -0.784 1.595 0.270
C -2.575 -1.221 0.128
C -0.737 0.329 -1.231
C 0.503 -0.178 -0.390
C 1.864 -0.287 -1.079
C 0.290 0.964 0.602
C 1.131 1.176 1.751
H 1.824 0.294 1.612
H 1.966 0.532 -1.686
H 0.181 -1.139 0.123
H -0.563 0.942 -2.161
H -3.270 -0.399 0.416
H 2.684 -0.278 -0.390
H -3.070 -2.242 -0.014
H -1.672 -1.344 0.720
H 0.579 1.062 2.684
H 1.730 2.061 1.857
H 2.021 -1.187 -1.652
```

The total charge is 0. Its HOMO-LUMO gap is 8.90 eV.

=====

b.
The following is a quantum chemistry calculation of C6H11NS in the gas phase, from OMol25.

The geometry in XYZ format:
```
19
Properties=species:S:1:pos:R:3
S -0.790 -0.365 -2.568
N 0.061 -0.818 1.917
C -0.353 -0.534 -0.995
C 0.598 0.185 1.145
C 0.667 1.766 -0.803
C 1.581 1.039 1.906
C 0.268 0.469 -0.165
C -1.231 -1.469 1.737
H 1.083 1.916 2.322
H 1.506 1.637 -1.510
H 0.477 -0.901 2.813
H 0.923 2.539 -0.053
H -1.153 -2.419 1.254
H -0.474 -1.509 -0.538
H -1.892 -0.853 1.154
H 2.365 1.394 1.255
H -0.155 2.127 -1.403
H -1.691 -1.612 2.706
H 2.040 0.511 2.720
```

The total charge is 0. Its HOMO-LUMO gap is 7.93 eV. Its SMILES is CN/C(C)=C(/C)C=S.

=====

Which one sits at the bottom of the stability order? a does.

=====

a.
The following is a quantum chemistry calculation of a 2-piece molecular cluster, C2H2Cl3NO overall, from OMol25.

The geometry in XYZ format:
```
9
Properties=species:S:1:pos:R:3
Cl -0.658 -2.266 0.896
Cl -0.940 -0.694 -1.747
Cl -1.655 0.447 1.394
O 1.025 2.356 -1.301
N 0.434 1.933 -0.422
C -0.293 -0.562 0.858
C 0.186 -0.182 -0.581
H 1.265 -0.525 -0.636
H 0.635 -0.507 1.539
```

The total charge is 0. Its HOMO-LUMO gap (spin up / spin down) is 7.99 / 8.01 eV.

=====

b.
The following is a quantum chemistry calculation of a 2-piece molecular cluster, C2H2Cl3NO overall, from OMol25.

The geometry in XYZ format:
```
9
Properties=species:S:1:pos:R:3
Cl 0.728 0.747 2.909
Cl 0.358 -1.561 1.126
Cl 1.803 0.714 0.130
O -2.117 0.747 -1.399
N -1.217 -0.006 -1.536
C 0.425 0.215 1.259
C -0.319 -0.744 -1.517
H -0.377 0.736 0.714
H 0.716 -0.849 -1.687
```

The total charge is 0. Its HOMO-LUMO gap is 10.48 eV. Its SMILES is C#[N+][O-].ClC(Cl)Cl.

=====

Which one sits at the bottom of the stability order? a does.

=====

a.
The following is a quantum chemistry calculation of CF4N2 in the gas phase, from OMol25.

The geometry in XYZ format:
```
7
Properties=species:S:1:pos:R:3
F -1.134 0.528 1.294
F 2.281 -0.367 -0.487
F 0.709 1.454 0.153
F -1.848 -1.384 0.255
N 0.030 -0.370 -0.657
N -1.189 -0.078 -0.153
C 1.151 0.217 -0.406
```

The total charge is 0. Its HOMO-LUMO gap is 9.98 eV. Its SMILES is FC(F)=NN(F)F.

=====

b.
The following is a quantum chemistry calculation of CF4N2 in the gas phase, from OMol25.

The geometry in XYZ format:
```
7
Properties=species:S:1:pos:R:3
F 1.735 -1.149 -0.153
F -1.732 -1.133 -0.170
F -2.160 0.969 0.010
F 2.112 0.999 -0.212
N -0.031 0.277 0.138
N 1.305 -0.034 0.416
C -1.229 0.071 -0.029
```

The total charge is 0. Its HOMO-LUMO gap is 11.88 eV. Its SMILES is FC(F)=NN(F)F.

=====

Which one sits at the bottom of the stability order? a does.